# 1
{
  "formula": "C17H23CrN6O2",
  "method": "ωB97M-V/def2-TZVPD",
  "species": ["Cr", "C", "C", "C", "C", "C", "C", "C", "C", "C", "C", "H", "H", "H", "H", "H", "H", "H", "H", "H", "H", "H", "H", "H", "H", "C", "N", "C", "C", "C", "O", "N", "C", "O", "H", "H", "H", "H", "H", "N", "C", "N", "N", "C", "N", "H", "H", "H", "H"],
  "xyz": [[-0.2657, 0.8622, 0.1738], [4.4660, -0.6159, 0.9056], [3.9790, 0.4369, -0.0884], [5.0813, 1.4862, -0.3405], [2.7208, 1.1419, 0.3459], [2.0475, 0.8243, 1.5422], [1.0432, 1.6376, 2.0622], [0.5972, 2.7664, 1.3549], [-0.3006, 3.7928, 1.9700], [1.1485, 2.9704, 0.0625], [2.2043, 2.2074, -0.4078], [5.3806, -1.0676, 0.5272], [3.7371, -1.4155, 1.0476], [4.7001, -0.1656, 1.8724], [3.7715, -0.0592, -1.0437], [5.2003, 2.1397, 0.5252], [4.8764, 2.0993, -1.2166], [6.0281, 0.9770, -0.5098], [2.3699, -0.0302, 2.1198], [0.6670, 1.4434, 3.0593], [-1.2430, 3.8678, 1.4272], [0.1770, 4.7714, 1.9115], [-0.5075, 3.5686, 3.0140], [0.8026, 3.8162, -0.5183], [2.6522, 2.4665, -1.3581], [-5.2061, -1.4888, -1.4660], [-4.2744, -0.3971, -1.1762], [-4.6282, 0.8963, -1.3378], [-3.7833, 1.9333, -1.0813], [-2.5031, 1.5672, -0.6422], [-1.5061, 2.3180, -0.3313], [-2.1549, 0.2774, -0.4833], [-3.0005, -0.7577, -0.7296], [-2.6990, -1.9330, -0.5853], [-6.1375, -1.0764, -1.8407], [-5.4015, -2.0579, -0.5596], [-4.7773, -2.1536, -2.2119], [-5.6372, 1.0721, -1.6850], [-4.0626, 2.9662, -1.2123], [0.1062, -5.5598, -0.3481], [-0.5174, -4.3909, -0.3433], [-1.8274, -4.3006, -0.4687], [0.2587, -3.3065, -0.2129], [0.1502, -2.0851, -0.0759], [0.2207, -0.9125, 0.0867], [-0.3842, -6.4337, -0.4409], [1.1065, -5.5870, -0.2452], [-2.3994, -5.1245, -0.5599], [-2.2757, -3.3875, -0.4874]],
  "atomic_forces_ev_per_a": [[-0.1747, 0.7929, -0.0808], [-0.0870, 0.0552, -0.1061], [0.1342, -0.1015, 0.0105], [-0.0781, -0.0415, 0.0108], [-0.1520, -0.0230, -0.0169], [-0.0158, 0.0417, 0.0706], [0.1647, 0.2782, 0.1496], [0.0315, -0.0210, 0.1527], [-0.1662, -0.0358, -0.0476], [0.2392, 0.2681, 0.0958], [-0.2290, -0.0478, -0.0772], [-0.0047, -0.0243, 0.0046], [0.0169, -0.0138, 0.0449], [-0.0038, -0.0321, 0.0182], [-0.0605, 0.0239, -0.0087], [0.0248, -0.0088, 0.0009], [0.0055, 0.0391, 0.0251], [-0.0006, 0.0009, -0.0290], [-0.0451, -0.0217, -0.0217], [-0.1058, -0.0470, -0.0420], [0.0143, 0.0157, -0.0050], [0.0428, -0.0128, 0.0393], [0.0069, -0.0126, -0.0025], [-0.0903, -0.0639, -0.0364], [-0.0151, -0.0451, -0.0243], [-0.1155, -0.2017, 0.0140], [0.2713, -0.1145, 0.0545], [0.0900, 0.2311, 0.0498], [0.0787, 0.1597, -0.0170], [-0.2495, -0.6433, -0.0870], [0.2268, 0.2311, -0.0752], [0.1157, 0.2573, 0.1938], [-0.1154, 0.2331, -0.0389], [-0.3336, 0.8547, -0.0347], [0.0252, 0.0648, 0.0011], [0.0044, 0.0276, 0.0048], [0.0141, 0.0401, -0.0207], [-0.0124, -0.0583, -0.0092], [-0.0724, -0.0288, -0.0162], [0.1160, -0.1285, 0.0207], [-0.5676, -0.0320, -0.0148], [0.3551, -0.7476, 0.0756], [0.6806, 0.1300, -0.0261], [-0.3531, -0.0492, 0.0429], [0.2851, -1.1187, -0.2280], [-0.0426, 0.0456, -0.0098], [0.0154, 0.0404, 0.0010], [0.1131, -0.0837, -0.0023], [0.0183, -0.0722, -0.0031]],
  "spin_multiplicity": 4,
  "mol_weight_g_mol": 395.407,
  "charge": 2,
  "e_lumo_ha": [-0.326, -0.249],
  "homo_lumo_gap_ev": [6.38, 8.58],
  "s2": 3.89,
  "fmax_ha_per_bohr": 0.023,
  "energy_ev": -59446.713
}

=====

# 2
{
  "formula": "C17H23F5FeNO2P2S",
  "method": "ωB97M-V/def2-TZVPD",
  "species": ["Fe", "P", "C", "C", "N", "C", "C", "C", "C", "C", "P", "H", "H", "H", "H", "H", "H", "H", "H", "O", "H", "H", "O", "H", "C", "H", "H", "H", "C", "H", "H", "H", "C", "H", "H", "H", "C", "H", "H", "H", "F", "C", "C", "F", "C", "F", "C", "S", "C", "F", "C", "F"],
  "xyz": [[0.0533, 0.0685, -0.1874], [2.0323, -0.9821, 0.1782], [2.3630, -1.4082, -1.5697], [1.0708, -1.6870, -2.2735], [-0.0573, -1.1140, -1.7958], [-1.2533, -1.4011, -2.3585], [-1.3380, -2.2103, -3.4846], [-0.1780, -2.7544, -4.0219], [1.0387, -2.5018, -3.3979], [-2.4968, -0.8179, -1.7596], [-2.0616, 0.6497, -0.7491], [1.9764, -2.9416, -3.7295], [-2.3171, -2.3479, -3.9332], [-0.2204, -3.3601, -4.9153], [-3.2046, -0.5223, -2.5446], [-3.0182, -1.5159, -1.0853], [2.8963, -0.5380, -1.9990], [3.0255, -2.2791, -1.5938], [1.7186, 3.9556, -2.3947], [2.4126, 3.4915, -2.9113], [2.3604, 3.9595, -3.7658], [-1.3805, 4.8213, -0.2239], [-1.1010, 5.4897, -0.8803], [-1.5270, 6.2961, -0.5427], [-2.2543, 2.0087, -1.9424], [-3.2498, 1.9653, -2.4097], [-2.1213, 2.9544, -1.3988], [-1.4695, 1.8964, -2.7015], [-3.5137, 0.8024, 0.3265], [-3.3720, 1.7277, 0.8990], [-4.4426, 0.8545, -0.2652], [-3.5337, -0.0703, 0.9933], [2.0668, -2.5907, 1.0271], [3.0055, -3.1184, 0.7986], [2.0015, -2.3797, 2.1029], [1.2045, -3.1851, 0.6995], [3.5977, -0.2299, 0.6908], [3.4953, -0.0221, 1.7631], [4.4391, -0.9182, 0.5080], [3.7233, 0.6955, 0.1150], [-0.3868, -1.6554, 6.7646], [-0.2926, -0.9901, 5.5897], [0.1534, 0.3338, 5.5810], [0.4674, 0.9541, 6.7398], [0.2685, 1.0011, 4.3638], [0.6906, 2.2830, 4.3696], [-0.0534, 0.3850, 3.1357], [0.2193, 1.2790, 1.6678], [-0.5744, -0.9119, 3.1966], [-1.0569, -1.4845, 2.0515], [-0.6514, -1.6243, 4.3956], [-1.0439, -2.9245, 4.4198]],
  "atomic_forces_ev_per_a": [[-0.0342, -0.4389, 0.6569], [1.2043, -0.9313, -1.1045], [-0.1002, 0.2225, 0.1164], [1.6099, -1.6601, -1.8133], [0.1847, 1.8778, 2.9878], [-1.7823, -1.1339, -2.0443], [-0.0991, 1.0546, 0.9922], [-0.0274, -0.5621, -0.8973], [0.3151, 0.6422, 1.2515], [0.1783, 0.1528, 0.2114], [-1.4134, -0.3464, -1.3814], [-0.2573, 0.0825, -0.0862], [0.1918, -0.1736, 0.0365], [-0.0011, -0.0426, 0.0208], [0.0877, -0.1034, 0.2013], [0.2320, -0.0298, -0.1360], [-0.2318, -0.2397, 0.0254], [-0.0022, 0.1667, -0.1742], [0.6628, -0.4110, -0.2931], [-0.9365, 0.7928, -0.0762], [0.2215, -0.3885, 0.4238], [0.3247, 0.4892, -0.4373], [-0.5610, -0.2909, 0.7927], [0.2802, -0.2226, -0.3051], [0.3037, 0.1475, 0.2980], [0.3246, 0.0595, 0.1969], [-0.0529, -0.0908, -0.4423], [-0.2250, 0.1888, 0.1130], [0.4056, 0.1550, 0.3796], [-0.3246, -0.2747, 0.1032], [0.4423, -0.0085, 0.1549], [-0.1116, 0.3588, -0.0457], [-0.4480, 0.2137, 0.2453], [-0.3044, 0.2470, 0.0757], [-0.0195, -0.3523, -0.1671], [0.2265, 0.0419, 0.2017], [-0.4070, 0.3238, 0.2226], [0.3534, 0.1794, -0.2224], [-0.4014, 0.2152, 0.0597], [0.1406, -0.1354, 0.3365], [0.0985, 0.6169, -1.2135], [-0.0482, -0.4213, 0.6635], [0.0323, 0.2047, 0.3465], [-0.2812, -0.5939, -1.1142], [0.1186, 0.2704, -0.0666], [-0.1860, -0.8824, -0.0455], [-0.1787, -0.4980, 0.8980], [-0.0290, 0.6719, -0.4935], [-0.1793, -0.1567, -0.0683], [0.5575, 0.1957, 0.6547], [-0.0725, -0.5300, 0.0804], [0.2191, 1.3473, -0.1186]],
  "spin_multiplicity": 5,
  "mol_weight_g_mol": 518.226,
  "charge": 1,
  "e_lumo_ha": [-0.177, -0.171],
  "homo_lumo_gap_ev": [2.84, 7.05],
  "s2": 6.11,
  "e_above_lowest_kcal_mol": 0.0,
  "fmax_ha_per_bohr": 0.069,
  "energy_ev": -100966.957
}

=====

# 3
{
  "formula": "C17H23F5GdNO2P2S",
  "method": "ωB97M-V/def2-TZVPD",
  "species": ["Gd", "P", "C", "C", "N", "C", "C", "C", "C", "C", "P", "H", "H", "H", "H", "H", "H", "H", "H", "O", "H", "H", "O", "H", "C", "H", "H", "H", "C", "H", "H", "H", "C", "H", "H", "H", "C", "H", "H", "H", "F", "C", "C", "F", "C", "F", "C", "S", "C", "F", "C", "F"],
  "xyz": [[-0.0746, -0.0319, -0.0905], [1.9692, -1.0526, 0.1746], [2.2739, -1.5172, -1.6337], [0.9747, -1.8200, -2.3693], [-0.1557, -1.2604, -1.8610], [-1.3339, -1.4798, -2.5016], [-1.4220, -2.2580, -3.6592], [-0.2526, -2.8207, -4.1779], [0.9649, -2.6001, -3.5286], [-2.5748, -0.8710, -1.8621], [-2.1517, 0.6310, -0.7911], [1.8806, -3.0201, -3.9181], [-2.3724, -2.4248, -4.1440], [-0.2891, -3.4225, -5.0742], [-3.3057, -0.5900, -2.6204], [-3.0336, -1.6308, -1.2294], [2.7373, -0.6918, -2.1148], [2.9637, -2.3589, -1.6889], [1.6905, 3.7847, -2.4874], [2.5305, 3.6567, -3.0855], [2.2847, 3.9918, -3.9920], [-1.6249, 4.8342, -0.4352], [-1.2398, 5.6378, -0.9149], [-1.6882, 6.4377, -0.5078], [-2.3730, 2.0225, -2.0406], [-3.3559, 1.9673, -2.5084], [-2.2774, 2.9894, -1.5465], [-1.6133, 1.9490, -2.8196], [-3.7133, 0.7960, 0.2473], [-3.6713, 1.7092, 0.8417], [-4.5958, 0.8354, -0.3912], [-3.8090, -0.0558, 0.9208], [2.0373, -2.7355, 1.0126], [2.9595, -3.2552, 0.7532], [1.9966, -2.6155, 2.0954], [1.1909, -3.3444, 0.6945], [3.6242, -0.2824, 0.6305], [3.6510, -0.0514, 1.6953], [4.4404, -0.9664, 0.3979], [3.7738, 0.6387, 0.0660], [0.3859, -1.3560, 6.9119], [0.3220, -0.6493, 5.7554], [0.6224, 0.7156, 5.7573], [0.9743, 1.3340, 6.9122], [0.5569, 1.4464, 4.5670], [0.8474, 2.7713, 4.5833], [0.1875, 0.8147, 3.3681], [0.1073, 1.8179, 1.8831], [-0.1224, -0.5530, 3.3688], [-0.5010, -1.1753, 2.2263], [-0.0497, -1.2830, 4.5634], [-0.3450, -2.6059, 4.5674]],
  "atomic_forces_ev_per_a": [[0.4486, 3.4676, 5.5317], [9.2768, -4.5771, 1.3429], [-1.6240, -0.9079, 0.4279], [1.9717, -0.1420, 0.3678], [0.0965, -0.4925, -0.6521], [-2.0223, 0.4523, 0.1155], [0.9327, -0.4640, -0.5504], [-0.1678, -0.5708, -0.8725], [-0.8275, -0.2412, -0.5075], [1.1564, -0.0243, -0.2939], [-9.6477, 3.1762, -3.2322], [0.1089, -0.0167, 0.0371], [-0.1194, 0.0445, 0.0124], [-0.0038, 0.0256, 0.0372], [-0.0758, -0.0649, -0.0120], [-0.1357, -0.1051, 0.2579], [0.6126, 1.0570, -0.4978], [0.0580, -0.0329, -0.0636], [2.4465, 0.0176, -2.0326], [-2.7171, 0.3734, 0.5494], [0.2112, -0.3814, 1.5306], [0.7226, 2.0950, -0.7629], [-1.4526, -0.6182, 1.4725], [0.7457, -1.5070, -0.6395], [0.2586, -0.4586, 0.3336], [-0.0426, -0.1208, 0.0949], [0.0477, -0.0836, 0.0175], [0.0357, 0.0366, 0.0090], [0.4941, -0.1758, -0.3554], [0.1882, -0.0386, -0.0523], [0.0635, -0.0222, -0.1164], [0.0757, 0.0116, 0.0238], [-0.0995, 0.4910, -0.3568], [0.0416, 0.0959, -0.0724], [-0.0486, 0.1143, -0.0466], [-0.0476, -0.0097, 0.0303], [-0.4928, -0.3291, -0.3188], [-0.1743, -0.0137, -0.0292], [-0.0518, -0.0827, -0.0177], [-0.1002, 0.0203, 0.0389], [-0.1040, 0.8170, -1.5092], [0.0442, -0.4312, 0.7659], [0.2748, 0.6773, 0.7948], [-0.4432, -0.8416, -1.4296], [0.1175, 0.2402, 0.1834], [-0.3265, -1.5359, -0.0572], [-0.0852, 0.3236, -0.7544], [-0.0727, -0.3968, 0.0917], [0.6278, 0.9440, 2.2378], [-0.2192, -0.2191, -0.7244], [-0.2088, -0.6794, -0.2951], [0.2532, 1.1034, -0.0521]],
  "spin_multiplicity": 8,
  "mol_weight_g_mol": 619.631,
  "charge": 2,
  "e_lumo_ha": [-0.277, -0.394],
  "homo_lumo_gap_ev": [5.24, 3.18],
  "s2": 16.07,
  "e_above_lowest_kcal_mol": 272.8,
  "fmax_ha_per_bohr": 0.207,
  "energy_ev": -87395.964
}